No. 1
{
  "formula": "C44H37MnN3O4S4",
  "method": "the ωB97M-V functional and the def2-TZVPD basis",
  "symbols": ["Mn", "S", "C", "C", "C", "C", "C", "C", "S", "C", "C", "C", "C", "C", "C", "C", "S", "C", "C", "C", "C", "C", "C", "S", "N", "H", "H", "H", "H", "H", "H", "H", "H", "H", "H", "H", "H", "H", "H", "H", "O", "C", "N", "C", "C", "O", "N", "C", "C", "C", "C", "C", "C", "C", "C", "C", "C", "C", "C", "H", "H", "H", "H", "H", "H", "H", "H", "H", "H", "H", "C", "C", "C", "C", "C", "C", "C", "C", "C", "C", "O", "O", "H", "H", "H", "H", "H", "H", "H", "H", "H", "H", "H"],
  "coordinates": [[0.203, 0.066, 0.193], [-1.767, -1.213, -0.113], [-1.184, -2.852, -0.193], [-2.038, -3.849, -0.666], [-1.611, -5.166, -0.688], [-0.332, -5.501, -0.260], [0.528, -4.510, 0.188], [0.095, -3.193, 0.230], [1.234, -1.949, 0.833], [0.722, -1.901, 2.591], [-0.168, -0.744, 2.969], [-0.495, -0.554, 4.301], [-1.323, 0.502, 4.648], [-1.829, 1.320, 3.652], [-1.472, 1.083, 2.336], [-2.074, 1.926, 1.241], [-1.260, 1.734, -0.390], [-0.215, 3.150, -0.647], [-0.774, 4.406, -0.801], [0.048, 5.486, -1.091], [1.413, 5.302, -1.263], [1.972, 4.039, -1.137], [1.151, 2.962, -0.831], [1.916, 1.371, -0.626], [-0.632, 0.084, 2.022], [-3.028, -3.577, -1.008], [-2.278, -5.935, -1.054], [-0.002, -6.530, -0.280], [1.534, -4.758, 0.505], [1.643, -1.863, 3.168], [0.226, -2.847, 2.808], [-0.102, -1.231, 5.048], [-1.576, 0.678, 5.684], [-2.481, 2.148, 3.892], [-2.038, 2.979, 1.504], [-3.108, 1.623, 1.071], [-1.843, 4.535, -0.689], [-0.384, 6.472, -1.192], [2.048, 6.144, -1.499], [3.036, 3.889, -1.271], [0.187, 3.262, 2.091], [1.213, 2.625, 2.204], [2.248, 2.899, 3.015], [3.355, 1.971, 2.886], [2.703, 0.915, 1.994], [3.192, -0.138, 1.653], [1.505, 1.415, 1.505], [4.505, 2.546, 2.043], [4.389, 3.773, 1.401], [5.452, 4.265, 0.653], [6.619, 3.528, 0.533], [6.725, 2.291, 1.156], [5.674, 1.799, 1.911], [3.839, 1.505, 4.250], [3.835, 0.174, 4.644], [4.268, -0.180, 5.917], [4.706, 0.794, 6.799], [4.729, 2.123, 6.401], [4.306, 2.477, 5.132], [2.275, 3.719, 3.598], [3.483, 4.358, 1.492], [5.372, 5.233, 0.173], [7.452, 3.921, -0.035], [7.634, 1.713, 1.058], [5.757, 0.839, 2.402], [3.537, -0.594, 3.944], [4.270, -1.222, 6.208], [5.045, 0.516, 7.788], [5.091, 2.887, 7.078], [4.363, 3.514, 4.819], [1.398, -2.037, -8.012], [1.365, -1.561, -6.597], [2.405, -0.811, -6.060], [2.379, -0.322, -4.768], [3.580, 0.459, -4.309], [1.251, -0.616, -3.947], [0.190, -1.413, -4.472], [-1.042, -1.799, -3.707], [0.276, -1.849, -5.779], [1.172, -0.102, -2.595], [1.924, 0.948, -2.298], [0.456, -0.584, -1.681], [2.377, -1.896, -8.463], [0.667, -1.483, -8.605], [1.123, -3.091, -8.074], [3.273, -0.606, -6.674], [4.384, 0.355, -5.034], [3.945, 0.120, -3.341], [3.339, 1.519, -4.225], [-0.796, -2.521, -2.927], [-1.764, -2.257, -4.380], [-1.515, -0.948, -3.226], [-0.540, -2.435, -6.185]],
  "gap_ev": [5.140, 6.702],
  "total_energy_ha": -4907.4285,
  "e_above_lowest_kj_mol": 48.02,
  "s2": 1.14,
  "lumo_ha": [-0.29594, -0.24277],
  "total_charge": 2,
  "homo_energy_ha": [-0.485, -0.489],
  "mol_weight_g_mol": 855.00,
  "multiplicity": 2
}

No. 2
{
  "formula": "C44H38ClF9N8O13PS",
  "method": "the ωB97M-V functional and the def2-TZVPD basis",
  "symbols": ["O", "P", "Cl", "C", "C", "N", "N", "C", "C", "C", "C", "C", "F", "F", "C", "F", "F", "S", "F", "F", "F", "F", "F", "H", "H", "H", "H", "H", "H", "H", "H", "C", "C", "C", "C", "C", "C", "N", "O", "O", "H", "H", "H", "H", "H", "C", "C", "C", "C", "C", "C", "N", "O", "O", "H", "H", "H", "H", "H", "C", "C", "C", "C", "C", "C", "N", "O", "O", "H", "H", "H", "H", "H", "C", "C", "C", "C", "C", "C", "N", "O", "O", "H", "H", "H", "H", "H", "C", "C", "C", "C", "C", "C", "N", "O", "O", "H", "H", "H", "H", "H", "C", "C", "C", "C", "C", "C", "N", "O", "O", "H", "H", "H", "H", "H"],
  "coordinates": [[-0.840, -3.741, -4.052], [-1.951, -3.021, -2.876], [-1.038, -2.820, -0.970], [-2.363, -1.296, -3.663], [-1.672, -0.762, -5.088], [-2.070, 0.607, -5.583], [-2.950, 1.519, -5.084], [-3.644, 1.186, -3.811], [-3.442, -0.234, -2.951], [-4.175, -0.570, -1.523], [-4.197, 0.743, -0.555], [-2.853, 0.889, 0.433], [-2.650, -0.486, 0.996], [-3.369, 1.717, 1.587], [-1.559, 1.518, -0.325], [-0.945, 0.393, -1.127], [-2.027, 2.553, -1.296], [-0.193, 2.201, 0.733], [0.859, 0.927, 0.163], [-0.533, 1.212, 2.083], [-1.096, 3.536, 1.303], [0.329, 3.143, -0.646], [1.155, 2.819, 1.612], [0.018, -3.850, -3.535], [-0.889, -1.477, -5.581], [-1.573, 0.899, -6.482], [-4.389, 1.988, -3.342], [-3.744, -1.550, -1.051], [-5.312, -0.819, -1.794], [-5.099, 0.582, 0.209], [-4.447, 1.736, -1.129], [-1.943, 5.508, 3.451], [-2.269, 6.695, 4.110], [-2.200, 6.764, 5.503], [-1.797, 5.635, 6.229], [-1.476, 4.440, 5.571], [-1.552, 4.382, 4.178], [-1.697, 5.709, 7.691], [-2.008, 6.778, 8.238], [-1.306, 4.700, 8.295], [-1.993, 5.461, 2.365], [-2.574, 7.568, 3.537], [-2.457, 7.696, 6.001], [-1.167, 3.555, 6.122], [-1.303, 3.460, 3.657], [-0.432, -7.399, 3.509], [0.496, -7.994, 2.653], [0.255, -8.034, 1.278], [-0.921, -7.468, 0.768], [-1.858, -6.876, 1.626], [-1.608, -6.845, 2.999], [-1.168, -7.484, -0.678], [-0.324, -8.033, -1.402], [-2.203, -6.943, -1.094], [-0.238, -7.365, 4.579], [1.409, -8.425, 3.058], [0.988, -8.502, 0.625], [-2.778, -6.437, 1.244], [-2.328, -6.385, 3.673], [2.539, -7.131, -7.898], [1.325, -6.853, -7.269], [0.866, -5.538, -7.184], [1.632, -4.504, -7.739], [2.856, -4.779, -8.364], [3.306, -6.098, -8.440], [1.143, -3.121, -7.675], [0.065, -2.916, -7.097], [1.833, -2.239, -8.206], [2.890, -8.160, -7.967], [0.734, -7.664, -6.847], [-0.083, -5.337, -6.691], [3.463, -3.985, -8.794], [4.253, -6.323, -8.926], [4.400, 4.931, 0.470], [5.517, 5.748, 0.643], [5.965, 6.060, 1.928], [5.285, 5.540, 3.039], [4.158, 4.725, 2.868], [3.718, 4.423, 1.578], [5.766, 5.843, 4.392], [6.755, 6.583, 4.502], [5.158, 5.338, 5.347], [4.058, 4.686, -0.534], [6.042, 6.141, -0.225], [6.838, 6.698, 2.046], [3.618, 4.319, 3.721], [2.846, 3.789, 1.435], [5.445, -10.869, -2.105], [5.095, -9.518, -2.111], [4.506, -8.943, -0.983], [4.276, -9.732, 0.152], [4.619, -11.091, 0.157], [5.204, -11.656, -0.978], [3.681, -9.127, 1.349], [3.374, -7.927, 1.298], [3.523, -9.850, 2.344], [5.908, -11.312, -2.985], [5.284, -8.912, -2.994], [4.240, -7.888, -1.003], [4.441, -11.717, 1.029], [5.477, -12.709, -0.982], [-3.048, 12.072, 4.213], [-3.395, 12.747, 3.041], [-4.238, 12.141, 2.108], [-4.735, 10.855, 2.362], [-4.383, 10.173, 3.534], [-3.536, 10.788, 4.458], [-5.643, 10.223, 1.397], [-5.916, 10.851, 0.364], [-6.088, 9.100, 1.674], [-2.394, 12.551, 4.940], [-3.009, 13.747, 2.856], [-4.499, 12.680, 1.199], [-4.758, 9.173, 3.742], [-3.259, 10.268, 5.373]],
  "gap_ev": 5.995,
  "total_energy_ha": -5212.9269,
  "e_above_lowest_kj_mol": 1083.96,
  "lumo_ha": -0.19580,
  "total_charge": 1,
  "homo_energy_ha": -0.416,
  "mol_weight_g_mol": 1156.31
}

No. 3
{
  "formula": "C44H38F6KN8O7PS3",
  "method": "the ωB97M-V functional and the def2-TZVPD basis",
  "symbols": ["K", "C", "C", "C", "C", "N", "C", "N", "C", "N", "C", "N", "C", "C", "C", "C", "C", "N", "C", "C", "C", "C", "C", "C", "H", "H", "H", "H", "H", "H", "H", "H", "H", "H", "H", "H", "O", "S", "O", "O", "C", "C", "C", "C", "C", "C", "P", "C", "C", "C", "C", "C", "C", "C", "C", "C", "C", "C", "C", "H", "H", "H", "H", "H", "H", "H", "H", "H", "H", "H", "H", "H", "H", "C", "C", "N", "C", "C", "N", "C", "C", "H", "H", "H", "H", "H", "H", "H", "H", "H", "H", "H", "H", "F", "C", "F", "F", "S", "O", "O", "N", "S", "O", "O", "C", "F", "F", "F"],
  "coordinates": [[-0.058, -0.255, 0.121], [-0.806, -2.033, 3.985], [-1.815, -2.969, 3.777], [-1.797, -3.735, 2.633], [-0.770, -3.537, 1.694], [0.144, -2.577, 1.856], [0.136, -1.872, 2.986], [-0.604, -4.466, 0.688], [-0.397, -4.184, -0.549], [-0.532, -3.010, -1.234], [-0.270, -3.260, -2.532], [-0.373, -2.535, -3.612], [-1.023, -1.325, -3.671], [-1.226, -0.831, -4.981], [-1.994, 0.290, -5.182], [-2.558, 0.923, -4.078], [-2.266, 0.402, -2.829], [-1.504, -0.667, -2.609], [0.155, -4.685, -2.715], [0.551, -5.406, -3.825], [0.831, -6.757, -3.646], [0.701, -7.357, -2.394], [0.293, -6.620, -1.287], [0.029, -5.278, -1.477], [-0.758, -1.445, 4.891], [-2.599, -3.107, 4.513], [-2.536, -4.501, 2.441], [0.935, -1.141, 3.079], [-0.782, -1.383, -5.798], [-2.162, 0.669, -6.185], [-3.189, 1.795, -4.169], [-2.673, 0.879, -1.945], [0.635, -4.917, -4.787], [1.154, -7.360, -4.488], [0.923, -8.413, -2.289], [0.187, -7.064, -0.305], [2.991, -1.092, 1.195], [3.172, 0.340, 1.064], [4.368, 0.760, 0.356], [1.955, 1.022, 0.632], [3.467, 0.874, 2.763], [4.717, 0.499, 3.251], [5.098, 0.782, 4.549], [4.218, 1.465, 5.377], [2.982, 1.855, 4.892], [2.573, 1.569, 3.581], [0.900, 2.111, 3.002], [1.283, 3.672, 2.130], [0.205, 4.407, 1.639], [0.415, 5.584, 0.934], [1.707, 6.036, 0.703], [2.785, 5.309, 1.186], [2.575, 4.136, 1.899], [0.206, 2.735, 4.583], [-0.399, 1.797, 5.418], [-0.971, 2.177, 6.622], [-0.971, 3.512, 7.000], [-0.391, 4.460, 6.169], [0.198, 4.074, 4.972], [5.386, -0.023, 2.581], [6.072, 0.475, 4.908], [4.490, 1.703, 6.398], [2.320, 2.397, 5.553], [-0.806, 4.049, 1.789], [-0.436, 6.132, 0.551], [1.872, 6.943, 0.132], [3.798, 5.645, 0.997], [3.427, 3.574, 2.261], [-0.432, 0.760, 5.105], [-1.434, 1.431, 7.256], [-1.430, 3.814, 7.933], [-0.397, 5.506, 6.451], [0.654, 4.819, 4.332], [2.165, 2.866, -1.699], [2.549, 3.986, -2.699], [1.508, 4.145, -3.724], [0.226, 4.349, -3.041], [-0.142, 3.101, -2.198], [0.978, 2.158, -2.186], [1.222, 1.690, -3.547], [1.424, 2.901, -4.495], [1.930, 3.265, -0.712], [2.978, 2.149, -1.558], [3.488, 3.760, -3.212], [2.675, 4.945, -2.189], [-0.537, 4.559, -3.795], [0.323, 5.238, -2.411], [-1.010, 2.596, -2.613], [-0.377, 3.368, -1.169], [0.381, 1.075, -3.864], [2.107, 1.050, -3.527], [0.588, 2.998, -5.195], [2.339, 2.799, -5.086], [-2.542, 0.543, 3.263], [-3.239, 1.473, 2.612], [-2.879, 2.663, 3.082], [-4.535, 1.284, 2.887], [-2.897, 1.330, 0.780], [-1.864, 2.300, 0.549], [-2.538, -0.045, 0.587], [-4.272, 1.597, 0.075], [-4.982, 2.998, 0.010], [-6.402, 2.823, -0.036], [-4.431, 3.995, 0.885], [-4.562, 3.588, -1.691], [-5.104, 4.797, -1.898], [-5.043, 2.761, -2.623], [-3.245, 3.690, -1.863]],
  "gap_ev": 6.720,
  "total_energy_ha": -5399.4954,
  "e_above_lowest_kj_mol": 72.40,
  "lumo_ha": 0.14276,
  "total_charge": -2,
  "homo_energy_ha": -0.104,
  "mol_weight_g_mol": 1071.10
}

No. 4
{
  "formula": "C44H38MnN5O2Sb",
  "method": "the ωB97M-V functional and the def2-TZVPD basis",
  "symbols": ["Mn", "C", "C", "N", "C", "C", "C", "C", "C", "C", "C", "N", "C", "C", "C", "C", "C", "C", "C", "C", "N", "C", "H", "H", "H", "H", "H", "H", "H", "H", "H", "H", "H", "H", "C", "H", "H", "H", "O", "C", "N", "C", "O", "C", "C", "C", "C", "N", "C", "H", "H", "H", "H", "H", "H", "H", "H", "C", "C", "C", "C", "C", "C", "Sb", "C", "C", "C", "C", "C", "C", "C", "C", "C", "C", "C", "C", "H", "H", "H", "H", "H", "H", "H", "H", "H", "H", "H", "H", "H", "H", "H"],
  "coordinates": [[0.479, 0.954, 0.248], [-2.554, 2.359, -2.589], [-1.598, 1.551, -1.971], [-1.099, 1.817, -0.774], [-1.554, 2.929, -0.115], [-2.503, 3.806, -0.675], [-3.005, 3.488, -1.954], [-2.871, 4.961, 0.049], [-2.280, 5.220, 1.256], [-1.331, 4.348, 1.816], [-0.982, 3.183, 1.162], [-0.063, 2.222, 1.535], [0.552, 2.079, 2.766], [0.137, 2.539, 4.001], [0.947, 2.353, 5.135], [2.148, 1.700, 5.065], [2.561, 1.130, 3.841], [3.729, 0.355, 3.679], [4.031, -0.169, 2.447], [3.166, 0.055, 1.374], [2.043, 0.741, 1.496], [1.744, 1.304, 2.706], [-2.913, 2.081, -3.569], [-1.242, 0.664, -2.480], [-3.737, 4.132, -2.425], [-3.597, 5.646, -0.369], [-2.539, 6.120, 1.798], [-0.859, 4.618, 2.748], [-0.824, 3.021, 4.108], [0.605, 2.744, 6.084], [2.782, 1.600, 5.935], [4.381, 0.178, 4.526], [4.920, -0.761, 2.287], [3.400, -0.331, 0.391], [1.682, 2.391, -0.675], [1.182, 2.862, -1.520], [2.619, 1.950, -1.018], [1.908, 3.159, 0.061], [-4.288, 0.739, 0.140], [-4.794, -0.339, 0.910], [-4.836, -0.068, 2.324], [-3.836, -0.207, 3.236], [-3.967, 0.087, 4.404], [-2.506, -0.747, 2.775], [-1.849, -1.679, 3.574], [-0.567, -2.071, 3.232], [0.044, -1.481, 2.140], [-0.568, -0.560, 1.384], [-1.831, -0.223, 1.690], [-4.939, 1.448, 0.113], [-4.129, -1.178, 0.722], [-5.798, -0.616, 0.588], [-5.677, 0.341, 2.707], [-2.340, -2.072, 4.455], [-0.029, -2.806, 3.814], [1.055, -1.753, 1.869], [-2.304, 0.512, 1.051], [-2.543, -2.923, -4.199], [-2.751, -2.684, -2.848], [-1.762, -2.074, -2.092], [-0.551, -1.721, -2.685], [-0.353, -1.939, -4.044], [-1.351, -2.541, -4.797], [1.036, -0.917, -1.494], [2.441, -0.576, -3.056], [2.459, 0.676, -3.665], [3.261, 0.887, -4.778], [4.043, -0.147, -5.271], [4.018, -1.396, -4.666], [3.217, -1.617, -3.554], [1.736, -2.751, -0.615], [3.091, -2.967, -0.381], [3.507, -4.139, 0.237], [2.576, -5.089, 0.630], [1.226, -4.880, 0.383], [0.805, -3.713, -0.238], [-3.315, -3.402, -4.787], [-3.685, -2.973, -2.384], [-1.943, -1.867, -1.041], [0.575, -1.651, -4.520], [-1.193, -2.714, -5.853], [1.843, 1.483, -3.285], [3.274, 1.857, -5.256], [4.675, 0.017, -6.134], [4.617, -2.206, -5.061], [3.184, -2.596, -3.093], [3.837, -2.249, -0.702], [4.563, -4.312, 0.400], [2.902, -5.997, 1.120], [0.499, -5.631, 0.664], [-0.249, -3.573, -0.443]],
  "gap_ev": [6.012, 6.464],
  "total_energy_ha": -3514.5390,
  "s2": 4.00,
  "lumo_ha": [-0.24138, -0.23129],
  "total_charge": 2,
  "homo_energy_ha": [-0.462, -0.469],
  "mol_weight_g_mol": 845.52,
  "multiplicity": 4
}